16
Properties=species:S:1:pos:R:3:forces:R:3:lowdin_charge:R:1 method="wB97M-V/def2-TZVPD" e_above_lowest_ev=8.844 multiplicity=1 gap_ev="7.58 / 8.17" charge=+1
C 1.72465 0.38924 -0.28777 -3.54 -4.06 1.54 0.296
C 2.55604 -0.61824 0.25254 0.76 2.41 -0.04 -0.068
C -0.92301 1.49871 0.06173 -1.00 1.69 -0.83 -0.104
C -1.92843 -1.19175 -0.29794 -3.29 2.99 0.48 0.006
N -0.26514 0.41685 0.57940 3.05 -1.78 0.24 -0.018
O -0.81767 -0.76847 0.56722 0.52 -0.46 -0.79 -0.093
H 2.01708 1.25170 -0.68357 1.17 4.02 -1.25 0.045
H 3.49689 -0.75258 -0.25711 0.70 0.53 0.17 0.120
H 2.12394 -1.51306 0.34261 -2.21 -3.79 -0.18 0.048
H 2.60257 -0.40116 1.31951 0.82 0.65 0.53 0.144
H -0.40267 2.41745 0.19855 0.83 0.40 0.16 0.107
H -1.88264 1.67947 0.44751 -1.44 -0.19 1.83 0.109
H -1.28122 1.45113 -0.91783 0.27 -0.46 -2.37 0.085
H -1.93538 -2.21728 -0.55591 1.24 -0.94 -0.37 0.079
H -2.27997 -0.50791 -1.17265 1.48 -1.09 1.41 0.131
H -2.80504 -1.13411 0.40372 0.63 0.07 -0.55 0.115

16
Properties=species:S:1:pos:R:3:forces:R:3:lowdin_charge:R:1 method="wB97M-V/def2-TZVPD" e_above_lowest_ev=1.975 multiplicity=1 gap_ev=8.99 charge=+1
C 1.11368 -1.83225 -1.85576 0.10 -1.18 -1.75 -0.085
C 0.36363 -1.10347 -0.80675 0.41 0.09 -1.00 -0.069
C 0.57436 0.19979 -0.60884 0.69 -1.19 1.21 -0.074
N 0.11085 0.82634 0.57811 -2.57 2.62 0.73 0.046
C 0.41971 2.02538 0.93161 2.66 0.04 -1.37 0.175
H 1.75310 -2.66180 -1.52660 -0.11 0.37 0.79 0.100
H 1.74442 -1.27874 -2.55428 -0.04 0.64 0.54 0.089
H 0.47972 -2.39796 -2.55299 -0.50 0.26 0.32 0.093
H -0.40751 -1.68305 -0.31389 0.20 0.16 0.59 0.126
H 1.25784 0.79478 -1.19667 0.09 0.00 0.11 0.136
H -0.77302 0.62544 1.07732 -0.06 -1.07 -0.54 0.123
H 1.39462 2.35100 0.55331 -0.41 0.30 -0.20 0.122
H -0.11744 2.78280 1.48397 -0.54 -0.89 0.77 0.128
H -3.12732 0.94456 2.55606 0.80 0.45 0.33 0.085
H -2.55054 -0.16804 1.85075 0.38 -0.44 0.11 0.056
O -2.23610 0.57522 2.38463 -1.12 -0.15 -0.64 -0.051

16
Properties=species:S:1:pos:R:3:forces:R:3:lowdin_charge:R:1 method="wB97M-V/def2-TZVPD" e_above_lowest_ev=2.642 multiplicity=1 gap_ev=10.31 charge=+1
C -0.95448 0.27318 1.47766 -1.99 -1.68 -3.68 0.050
C 1.42938 0.07051 0.17760 1.56 -1.14 1.94 -0.219
C 2.76420 0.38553 -0.27959 2.80 3.80 -0.99 -0.037
C -2.17334 -0.08752 -0.73121 -0.34 -0.37 1.46 -0.024
N -1.45955 -0.51699 0.51249 0.01 -1.83 0.73 -0.087
O 0.77977 0.74534 0.97197 0.08 0.25 -0.86 0.057
H -1.42159 1.21619 1.37539 0.26 1.31 0.29 0.119
H -0.74331 -0.07157 2.43575 0.77 -0.80 1.28 0.115
H 1.35441 -1.00694 -0.03119 -2.02 -0.09 -0.06 0.147
H 3.13432 -0.25124 -1.09304 -0.19 -0.24 0.63 0.090
H 3.58374 0.53659 0.55140 -1.81 -0.66 -1.25 0.161
H 2.79353 1.44164 -0.75997 -0.22 -1.36 0.82 0.136
H -2.72630 0.87785 -0.55116 0.96 -0.89 -0.58 0.117
H -1.33866 -0.13368 -1.42399 -0.73 0.73 -1.00 0.082
H -2.92552 -0.90177 -0.92792 0.77 0.98 -0.05 0.112
H -1.29045 -1.56171 0.38473 0.09 1.99 1.30 0.180